No. 1
Entry from the OMol25 dataset: an isolated ion of composition C4H7BClO3 and charge -1 (wB97M-V/def2-TZVPD).

CARTESIAN COORDINATES (ANGSTROEM)
O 1.600 0.288 1.844
C 2.010 0.122 0.557
Cl 3.445 1.091 -0.173
C 1.210 -0.963 -0.376
C -0.392 -0.664 -0.556
C -1.353 -0.467 0.758
O -2.045 0.818 0.558
B -1.192 1.525 -0.426
O -0.548 0.549 -1.373
H 1.458 -2.031 0.051
H 1.700 -0.907 -1.457
H -0.786 -1.670 -1.008
H -2.200 -1.254 0.575
H -0.947 -0.734 1.831
H -1.669 2.393 -1.073
H -0.291 1.903 0.268

Properties
**DFT total energy**: -867.36306 Ha
**Net charge**: -1
**E_HOMO**: -0.1310 Eh

These are the natural (NBO) partial charges, in e, on atoms 1 to 4:
1. O -0.544
2. C 0.568
3. Cl -0.109
4. C -0.520

=====

No. 2
Entry from the OMol25 dataset: an isolated ion of composition C4H7BFO3 and charge -1 (wB97M-V/def2-TZVPD).

CARTESIAN COORDINATES (ANGSTROEM)
O 2.704 -1.429 0.691
C 2.691 -0.376 -0.004
F 3.922 0.252 -0.468
C 1.334 0.364 -0.415
C -0.012 -0.338 0.148
C -0.911 0.987 0.543
O -2.160 0.324 0.839
B -2.230 -0.745 -0.223
O -0.898 -0.853 -0.904
H 1.293 0.386 -1.571
H 1.352 1.446 -0.047
H 0.075 -1.049 1.052
H -0.418 1.647 1.346
H -1.061 1.453 -0.496
H -2.548 -1.714 0.418
H -3.131 -0.356 -0.907

Properties
**DFT total energy**: -507.08123 Ha
**Net charge**: -1
**Relative energy (zero: lowest compared OMol25 entry of this formula, charge and spin)**: 2.725 eV
**E_HOMO**: -0.1328 Eh

These are the natural (NBO) partial charges, in e, on atoms 1 to 4:
1. O -0.548
2. C 0.877
3. F -0.393
4. C -0.554

=====

No. 3
Entry from the OMol25 dataset: one molecule with the formula C4H7BO2 (wB97M-V/def2-TZVPD).

CARTESIAN COORDINATES (ANGSTROEM)
B -0.529 0.441 1.285
C -0.711 0.242 -1.921
C 1.638 -0.922 0.916
C 0.133 -0.611 -1.428
C 0.491 -0.542 0.369
O -1.653 1.021 0.826
O -0.236 0.388 2.622
H -0.826 0.184 -3.067
H -1.274 1.224 -1.573
H 2.442 -1.503 0.520
H 1.727 -0.672 1.886
H 0.708 -1.425 -1.892
H -2.047 1.628 1.459
H -0.793 0.763 3.262

Properties
**DFT total energy**: -331.93337 Ha
**Relative energy (zero: lowest compared OMol25 entry of this formula, charge and spin)**: 1.946 eV
**E_HOMO**: -0.3428 Eh

These are the natural (NBO) partial charges, in e, on atoms 1 to 4:
1. B 1.077
2. C -0.436
3. C -0.377
4. C -0.185

=====

No. 4
Entry from the OMol25 dataset: C4H7Br as an isolated structure (wB97M-V/def2-TZVPD).

CARTESIAN COORDINATES (ANGSTROEM)
C -0.068 -1.346 0.344
C 0.418 0.002 0.008
C -0.518 0.407 1.151
C 0.129 0.575 -1.420
Br 0.136 0.469 2.867
H -1.004 -1.811 0.034
H 0.545 -1.959 0.980
H 1.483 0.196 0.284
H -1.545 0.645 1.138
H 0.877 0.317 -2.255
H 0.385 1.717 -1.207
H -0.838 0.788 -1.925

Properties
**DFT total energy**: -2730.50715 Ha
**Relative energy (zero: lowest compared OMol25 entry of this formula, charge and spin)**: 2.750 eV
**E_HOMO**: -0.2971 Eh

These are the natural (NBO) partial charges, in e, on atoms 1 to 4:
1. C -0.363
2. C -0.290
3. C -0.323
4. C -0.638

=====

No. 5
Entry from the OMol25 dataset: an isolated ion of composition C4H7Br2N2 and charge +1 (wB97M-V/def2-TZVPD).

CARTESIAN COORDINATES (ANGSTROEM)
C 0.447 -0.515 -0.391
C 0.195 -0.210 1.046
C -1.131 1.154 -0.584
C 1.436 -1.569 -0.794
N -0.323 0.131 -1.186
N -1.001 1.092 0.825
Br 1.730 0.231 2.045
Br -2.978 0.903 -1.200
H -0.346 -1.007 1.490
H -0.815 2.152 -1.063
H 1.469 -2.387 -0.012
H 2.416 -1.014 -0.714
H 1.359 -1.924 -1.863
H -1.937 0.994 1.320
H -0.523 1.970 1.081

Properties
**DFT total energy**: -5413.84610 Ha
**Net charge**: +1
**Relative energy (zero: lowest compared OMol25 entry of this formula, charge and spin)**: 1.876 eV
**E_HOMO**: -0.5393 Eh

These are the natural (NBO) partial charges, in e, on atoms 1 to 4:
1. C 0.247
2. C -0.128
3. C -0.001
4. C -0.673

=====

No. 6
Entry from the OMol25 dataset: C4H7Br2N4 as an isolated structure (wB97M-V/def2-TZVPD).

CARTESIAN COORDINATES (ANGSTROEM)
C 0.028 1.601 -1.271
C -1.021 0.654 -0.912
C 0.719 0.664 0.619
C 2.017 -0.355 0.862
N 0.951 1.592 -0.452
N -2.055 0.488 -1.594
N -0.643 0.110 0.285
N -1.232 -1.184 0.605
Br 3.607 0.538 0.444
Br 1.827 -2.022 -0.255
H 0.164 2.321 -2.099
H 0.625 1.178 1.565
H 1.831 -0.783 1.806
H -2.626 -0.345 -1.497
H -2.092 -1.196 -0.082
H -1.296 -1.174 1.690
H -0.803 -2.087 0.288

Properties
**DFT total energy**: -5523.29043 Ha
**Net charge**: +1
**Relative energy (zero: lowest compared OMol25 entry of this formula, charge and spin)**: 1.475 eV
**E_HOMO**: -0.5105 Eh

These are the natural (NBO) partial charges, in e, on atoms 1 to 4:
1. C 0.080
2. C 0.340
3. C 0.055
4. C -0.351

=====

No. 7
Entry from the OMol25 dataset: C4H7BrCuNPd as an isolated structure (wB97M-V/def2-TZVPD).

CARTESIAN COORDINATES (ANGSTROEM)
Pd 1.216 0.994 3.958
Cu 0.667 2.813 0.868
Br 0.258 1.237 2.154
C -0.285 0.754 -1.452
C 0.367 -0.058 -0.299
C -0.459 -1.114 0.332
C -0.504 -2.332 -0.569
N -0.572 -3.275 -1.186
H -0.249 0.245 -2.415
H 0.283 1.640 -1.738
H -1.295 1.035 -1.154
H 0.774 0.646 0.427
H 1.269 -0.499 -0.722
H -1.451 -0.697 0.504
H -0.019 -1.389 1.291

Properties
**Spin multiplicity**: 3
**DFT total energy**: -4552.81722 Ha
**<S²>**: 2.01
**Net charge**: +2
**E_HOMO (spin up / spin down)**: -0.6675 / -0.6653 Eh

These are the natural (NBO) partial charges, in e, on atoms 1 to 4:
1. Pd 0.863
2. Cu 0.941
3. Br -0.073
4. C -0.654

=====

No. 8
Entry from the OMol25 dataset: a 2-piece molecular cluster, C4H7BrFN3O3P2S overall (wB97M-V/def2-TZVPD).

CARTESIAN COORDINATES (ANGSTROEM)
N -1.782 0.620 -1.819
P -1.871 1.213 -0.248
O -3.226 0.527 0.391
C -0.612 0.247 0.702
N -0.938 0.059 1.978
N -0.234 -0.510 2.928
C 0.924 -0.962 2.528
Br 1.975 -1.822 3.814
C 1.417 -0.842 1.229
C 0.645 -0.233 0.266
P 1.434 -0.075 -1.388
O 1.327 1.441 -1.811
O 0.653 -0.922 -2.516
S 3.223 -0.648 -1.185
H -1.931 1.390 -2.455
H -2.453 -0.112 -2.015
H -3.157 -0.435 0.330
H -1.840 0.408 2.280
H 2.395 -1.213 0.972
H 0.428 1.782 -1.885
H 0.036 -1.544 -2.120
F 3.586 1.631 0.024

Properties
**DFT total energy**: -4301.31715 Ha
**E_HOMO**: -0.2261 Eh

These are the natural (NBO) partial charges, in e, on atoms 1 to 4:
1. N -1.160
2. P 1.267
3. O -0.960
4. C -0.097

=====

No. 9
Entry from the OMol25 dataset: an isolated ion of composition C4H7BrN and charge +1 (wB97M-V/def2-TZVPD).

CARTESIAN COORDINATES (ANGSTROEM)
C -2.723 -0.624 -0.054
C 1.098 0.388 0.189
C -1.268 -0.844 -0.107
C -0.373 0.387 -0.129
N -3.830 -0.221 -0.102
Br -5.436 0.234 0.072
H 1.797 -0.126 -0.493
H 1.420 1.411 0.229
H 1.219 -0.141 1.149
H -1.116 -1.458 0.775
H -1.065 -1.404 -1.014
H -0.347 0.672 -1.197
H -0.981 1.169 0.476

Properties
**DFT total energy**: -2785.01533 Ha
**Net charge**: +1
**Relative energy (zero: lowest compared OMol25 entry of this formula, charge and spin)**: 1.718 eV
**E_HOMO**: -0.5674 Eh

These are the natural (NBO) partial charges, in e, on atoms 1 to 4:
1. C 0.677
2. C -0.612
3. C -0.524
4. C -0.385

=====

No. 10
Entry from the OMol25 dataset: one molecule with the formula C4H7BrN2O (wB97M-V/def2-TZVPD).

CARTESIAN COORDINATES (ANGSTROEM)
C 0.986 -1.380 1.070
C -0.474 -0.318 -0.408
C -0.058 -0.684 -1.834
C -0.517 1.632 1.080
N -0.082 -1.406 0.487
N 0.185 0.881 0.049
O 1.454 0.690 0.282
Br 1.970 -2.433 2.120
H -1.553 -0.195 -0.320
H 0.206 -1.734 -1.901
H 0.813 -0.095 -2.099
H -0.864 -0.470 -2.527
H 0.058 2.536 1.268
H -1.508 1.896 0.713
H -0.616 1.078 2.020

Properties
**DFT total energy**: -2915.22811 Ha
**Relative energy (zero: lowest compared OMol25 entry of this formula, charge and spin)**: 2.426 eV
**E_HOMO (spin up / spin down)**: -0.2846 / -0.3072 Eh

These are the natural (NBO) partial charges, in e, on atoms 1 to 4:
1. C 0.188
2. C 0.071
3. C -0.617
4. C -0.442

=====

No. 11
Entry from the OMol25 dataset: one molecule with the formula C4H7BrN2O (wB97M-V/def2-TZVPD).

CARTESIAN COORDINATES (ANGSTROEM)
C 1.189 -1.536 0.446
C 1.505 -0.236 0.226
C 0.409 0.608 -0.463
C 0.011 1.907 0.247
N -0.966 -0.700 0.336
N -2.044 -0.796 -0.459
O -0.092 -1.918 0.401
Br 3.163 0.501 0.258
H 1.902 -2.293 0.742
H 0.072 0.407 -1.540
H 0.880 2.407 -0.066
H -0.152 1.566 1.330
H -0.871 2.356 -0.152
H -2.015 -1.380 -1.375
H -2.992 -0.893 0.069

Properties
**DFT total energy**: -2915.17373 Ha
**Relative energy (zero: lowest compared OMol25 entry of this formula, charge and spin)**: 3.905 eV
**E_HOMO**: -0.2859 Eh

These are the natural (NBO) partial charges, in e, on atoms 1 to 4:
1. C 0.164
2. C -0.334
3. C 0.005
4. C -0.669

=====

No. 12
Entry from the OMol25 dataset: an isolated ion of composition C4H7BrN2P and charge +1 (wB97M-V/def2-TZVPD).

CARTESIAN COORDINATES (ANGSTROEM)
C 0.636 0.300 -2.774
C -0.768 0.538 -2.791
C -0.898 1.002 -0.532
C -0.636 -1.254 1.177
N -1.424 0.803 -1.723
N 1.145 0.439 -1.581
P -1.040 0.561 1.069
Br -1.791 0.781 -4.389
H 1.090 0.145 -3.684
H -0.129 -1.389 0.120
H -1.422 -1.906 1.343
H 0.137 -1.449 1.995
H -2.365 1.172 -1.779
H 2.123 0.587 -1.480
H -0.035 1.152 1.688

Properties
**DFT total energy**: -3181.07292 Ha
**Net charge**: +1
**Relative energy (zero: lowest compared OMol25 entry of this formula, charge and spin)**: 4.823 eV
**E_HOMO (spin up / spin down)**: -0.4684 / -0.4686 Eh

These are the natural (NBO) partial charges, in e, on atoms 1 to 4:
1. C 0.064
2. C 0.067
3. C -0.040
4. C -0.900